[1]
The following is a DFT calculation (wB97M-V/def2-TZVPD) of 2 unconnected molecules or ions with the total composition C15H31BrN5O5P in a non-equilibrium geometry.

```
58
Properties=species:S:1:pos:R:3:forces:R:3
H -3.817233 6.792660 1.870118 2.03 -0.80 0.97
H -2.356784 0.152012 -1.844249 1.44 1.77 1.32
C -0.672077 -5.028134 -0.229955 0.00 -1.15 0.01
H -0.423066 0.596106 -3.085789 0.45 1.27 2.14
H -2.915979 -1.342362 1.278239 1.38 -0.07 -2.13
C 0.047503 2.711310 -2.369336 -0.75 -1.20 -1.57
Br 3.946132 1.703799 1.388539 -1.12 0.45 -1.17
H -0.520985 -6.585682 1.440643 1.71 1.06 -1.40
N -0.405499 4.508395 -0.615730 0.44 2.56 2.88
H -0.520997 -2.260683 1.763883 -0.94 -0.06 -2.14
O 2.672074 -5.083636 1.024282 -0.39 -0.88 2.00
H -1.596001 -4.364307 1.778567 0.03 0.62 -2.05
H -2.371721 1.879429 -1.089448 1.51 -1.76 -0.15
C -2.167214 -1.329939 0.356029 1.05 -0.52 1.06
H 0.800406 -6.846563 0.065540 -1.04 1.71 1.37
H 3.744518 -6.797194 1.894681 -0.06 2.37 -0.04
H -0.053461 -2.321676 -0.073244 -2.15 -0.26 1.40
H -2.668102 -3.993865 0.273038 2.26 0.17 0.77
H 0.944362 -4.149458 1.979330 0.74 -2.27 -0.90
H 4.778344 -5.228496 1.527722 -2.26 -0.61 0.73
H -1.836036 0.881844 1.126246 0.61 -1.69 -1.79
C -2.763779 6.457166 2.263365 0.91 -0.20 -0.66
H 0.538581 0.557801 -1.465349 -1.38 1.51 -1.29
C 3.732485 -5.607811 1.908294 0.05 -0.58 0.28
N 0.435261 3.552463 -1.172643 4.06 1.19 3.44
C -1.471580 0.152981 0.256417 0.37 0.51 0.22
C 1.711609 3.643497 -0.361842 -4.76 1.56 1.28
O 3.029818 1.294638 -1.718629 0.56 2.52 1.33
C -0.307263 1.146149 -2.034241 -0.39 -0.61 -0.28
O 0.265078 -1.597276 -4.288654 -0.64 0.22 -0.21
P 3.313433 2.630149 -0.637793 1.13 -0.94 -1.41
C -0.967330 -2.440594 0.683258 -0.03 -0.20 0.20
H -0.308122 -0.014260 0.460470 -2.46 0.49 -0.61
H 0.885999 2.741969 -3.211368 -1.61 0.14 2.14
H -0.924798 3.205122 -2.841588 2.09 -0.87 1.12
C 1.332258 -5.230063 1.656615 -0.23 -0.44 0.89
O 2.351940 -1.077753 -4.226540 0.44 0.44 -0.17
C 0.248896 -6.036602 0.722129 -0.45 0.64 0.00
H 0.007184 -4.521374 -1.043912 -1.40 -0.71 1.70
N -0.285705 6.284286 1.325991 -0.36 -1.27 -1.47
H -2.679510 5.283667 2.423945 -0.49 2.58 -0.16
H -1.429386 -5.743014 -0.803619 1.61 1.52 1.13
N 1.367341 -1.638579 -3.717523 0.10 -0.10 0.15
N 1.626725 4.694501 0.743230 -4.68 -2.03 -5.02
H -2.695506 -1.698832 -0.620740 0.91 1.01 1.81
C -1.674238 6.852298 1.087661 -0.63 1.42 0.30
H -1.566192 8.035206 1.134356 -0.16 -2.53 -0.36
H 3.537148 -5.287673 3.031019 0.56 -0.45 -2.26
H -1.372038 4.680364 -0.993692 1.69 -0.46 0.49
O 1.485143 -2.240736 -2.637378 -0.03 -0.12 0.51
C 0.229266 5.249687 0.543877 2.90 -2.81 -1.56
C -1.555317 -3.979638 0.672911 0.06 0.03 -0.25
H -2.047630 6.583175 -0.004742 0.86 0.44 2.42
H 0.300310 6.710098 2.097941 -0.79 -1.15 -1.59
H 1.461534 -5.847969 2.665573 -0.27 1.24 -2.07
H 3.760664 1.352698 -2.409923 -1.24 -0.23 1.10
C -1.699050 0.910988 -1.199221 -0.57 -1.04 -0.29
H -2.481413 7.049708 3.253238 -0.69 -1.43 -2.14
```
Forces are in eV/Å.

HOMO ... -6.56 eV
HOMO-LUMO gap ... 4.555 eV
Strongest force on any atom ... 7.160 eV/Å



[2]
The following is a DFT calculation (wB97M-V/def2-TZVPD) of a molecular structure, C15H31BrP2Pb in a non-equilibrium geometry.

```
50
Properties=species:S:1:pos:R:3:forces:R:3
H 2.893858 1.005806 -0.443451 -0.03 0.23 -0.12
C 1.135692 3.075025 -1.685760 -0.01 0.74 -0.57
H -1.486070 0.678083 1.673077 0.20 -0.20 -0.08
H -2.620662 2.067463 -1.871234 0.17 -0.17 0.06
H -0.576235 -1.542802 1.881862 -0.04 -0.06 -0.64
C 2.238096 -1.010866 -0.050130 -1.66 -1.84 0.05
Pb -3.041588 -0.791889 2.978979 -0.42 0.73 -0.20
H -1.841317 -3.721157 -0.139550 0.02 0.20 -0.28
H 2.006025 2.464201 -1.962462 -0.44 -0.05 0.19
H 1.462069 3.705103 -0.856163 -0.20 -0.15 0.19
H 1.034578 -2.588744 0.630002 -0.12 0.28 -0.46
H -0.774417 2.509200 0.942185 0.07 -0.19 -0.41
P -0.433452 -1.974189 -1.094725 0.14 0.12 -1.12
H -2.219626 3.439145 -0.870130 0.23 -0.05 0.18
C 2.808651 0.258730 0.356578 0.57 2.00 1.44
C -0.754199 0.376000 0.899385 -0.49 0.03 0.34
C 2.227118 1.057984 1.607535 2.03 -0.34 -0.84
H 1.244360 -3.683594 -1.751610 -0.22 0.42 -0.16
H 1.533915 -2.102844 -2.558302 -0.42 -0.36 0.29
C 0.075963 0.569676 -2.250835 -0.15 -0.06 -0.80
H 3.019949 1.755393 1.936598 0.16 -0.52 -0.22
H -2.812394 -2.477095 -0.996150 0.44 -0.25 0.06
H -1.895254 -3.711907 -1.936618 -0.26 0.15 0.47
C 1.149655 1.961081 1.324271 -1.93 1.73 -0.71
H 0.740672 -0.531273 2.256960 -0.32 0.20 -0.26
C -1.842614 2.808202 -1.677080 -0.55 0.38 -0.54
H -1.349760 0.001476 0.042328 -0.05 0.17 0.44
C 0.975007 -1.520351 0.333229 1.63 0.17 2.96
P -0.279688 2.047780 -1.225634 1.92 -0.89 -1.12
H -1.927177 -2.222621 5.046937 0.31 0.05 -0.08
H 3.831991 0.114043 0.692142 0.47 -0.51 -0.36
Br -3.046873 1.698049 4.085517 -0.16 -0.47 -0.32
H 1.113379 0.237462 -2.003116 -0.75 0.28 0.13
H 0.199184 -3.177470 -3.130555 0.33 0.12 0.37
C -1.505144 -1.423360 4.424941 0.16 0.18 0.53
H 0.125107 0.945772 -3.292894 -0.01 -0.23 0.36
H 1.331689 3.023636 1.471780 0.05 -0.08 0.20
C 0.093111 -0.797729 1.421786 0.49 -0.35 -0.68
H -0.570565 -1.704458 3.945728 -0.07 -0.29 0.14
C -0.071006 1.727990 0.562547 -0.56 -0.30 3.16
C -0.945879 -0.608047 -2.193693 -0.02 0.04 -0.99
H 2.905303 -1.739103 -0.519588 -0.11 0.18 0.16
C 0.754116 -2.821732 -2.240371 -0.44 -0.15 -0.16
H 0.908339 3.724604 -2.538026 -0.06 -0.11 0.03
C -1.882928 -3.075096 -1.029354 -0.48 -0.53 -0.69
H -1.325634 -0.528805 5.022754 0.04 -0.20 0.14
H 2.109865 0.405358 2.487757 0.16 -0.20 -0.23
H -0.968747 -1.085647 -3.195730 -0.29 0.50 0.29
H -1.778682 3.439363 -2.567413 0.14 -0.08 0.02
H -1.967783 -0.255840 -1.944307 0.52 -0.27 -0.17
```
Forces are in eV/Å.

HOMO ... -4.67 eV
HOMO-LUMO gap ... 4.118 eV
Energy relative to the best compared isomer or geometry (same formula, charge and spin) ... 69.50 kcal/mol
Strongest force on any atom ... 3.378 eV/Å



[3]
The following is a DFT calculation (wB97M-V/def2-TZVPD) of a molecular structure, C15H31ClP2Pt in a non-equilibrium geometry.

```
50
Properties=species:S:1:pos:R:3:forces:R:3
H -1.919638 -2.949607 1.342573 -0.34 0.19 -0.18
C -5.226034 -3.715441 -0.898738 0.06 -0.40 0.20
H -5.353003 -3.124599 -1.818597 0.06 -0.20 0.45
H -4.420029 -1.227680 -1.072948 0.95 0.11 -0.42
C -2.506064 -2.091199 0.994571 -1.00 -1.45 3.27
H -0.306782 2.274402 -0.366000 0.55 -0.29 0.12
C -5.366084 -3.782319 1.980132 -0.27 -0.37 0.08
C -2.426688 -1.857969 -0.410322 1.74 0.71 -3.57
C -6.499019 1.590405 -2.077523 -0.65 0.27 -0.02
H -4.396306 -0.514641 0.692200 0.57 0.62 0.83
H -5.627382 2.318955 0.914155 -0.32 -0.26 0.13
H -7.328874 1.755950 0.730759 0.23 0.02 0.09
H -2.459958 1.802853 1.000934 -0.39 -0.20 -0.70
H -3.843826 0.360475 -2.796502 0.44 0.12 0.42
H -4.300260 -4.302079 -0.977716 -0.27 0.07 -0.11
C 0.279760 1.353703 -0.188426 0.65 0.97 -0.37
Pt -0.950490 -0.233149 -0.084863 -1.34 -0.10 -0.23
C -6.277656 1.435751 0.792587 -0.30 0.44 -0.11
H -5.650539 -3.207919 2.873017 0.12 -0.19 -0.21
C -3.384415 -1.307246 -1.465915 -1.10 0.31 -0.52
H -4.226400 0.612818 2.072331 0.44 0.10 -0.38
H -1.927816 -0.621902 2.486172 -0.74 -0.39 -0.06
H 0.994998 1.141998 -1.004010 -0.27 0.36 0.37
C -3.663569 0.030669 1.327408 0.06 -0.65 0.02
C -2.861974 -1.077577 2.056339 0.35 0.74 -0.39
H -2.084498 -0.011899 -2.648176 -0.77 0.38 0.42
H -2.546035 2.098898 -1.334741 0.27 -0.08 0.09
P -5.101163 -2.645771 0.593117 -0.36 -0.11 -0.40
H -7.477164 -2.704594 0.318553 -0.07 0.32 0.07
C -3.038887 0.108426 -2.070126 -0.30 -2.04 -0.21
H -7.974464 -0.333459 -0.556129 0.22 -0.47 -0.08
H 0.808900 1.363267 0.780338 -0.18 0.16 -0.32
H -4.435803 -4.328067 2.178042 -0.22 0.13 0.01
H -6.987506 -1.327027 -1.659767 0.01 0.14 0.46
H -7.025696 -1.421644 1.450257 0.07 0.01 -0.29
H -3.450388 -1.500735 2.915145 0.39 0.20 -0.79
C -2.849651 1.113844 -0.987209 1.59 -0.60 1.55
P -5.764050 0.579931 -0.759310 -0.69 -0.28 0.48
C -2.851620 0.945528 0.415397 0.74 0.37 0.27
H -1.830131 -2.645969 -0.898752 -0.09 0.35 0.37
H -6.512912 1.020041 -3.017364 0.06 0.16 0.24
C -6.790117 -1.853785 0.465495 -0.09 -0.27 0.05
H -6.164183 -4.496055 1.735015 0.11 0.06 0.22
Cl 0.709685 -1.775278 0.077676 0.13 0.02 0.02
H -6.152878 0.780764 1.672436 -0.14 0.34 -0.56
C -6.987890 -0.829003 -0.669427 -0.46 0.37 -0.27
H -7.525885 1.882760 -1.822202 0.09 0.08 -0.23
H -6.084609 -4.391850 -0.785642 0.19 0.04 -0.11
H -3.500649 -2.027089 -2.303191 0.42 0.36 0.33
H -5.887095 2.490882 -2.219337 -0.17 -0.19 -0.01
```
Forces are in eV/Å.

Multiplicity ... 3
HOMO (alpha / beta) ... -5.00 / -8.00 eV
HOMO-LUMO gap (alpha / beta) ... 5.478 / 5.813 eV
Energy relative to the best compared isomer or geometry (same formula, charge and spin) ... 0.00 kcal/mol
Strongest force on any atom ... 4.034 eV/Å
⟨S²⟩ ... 2.0204



[4]
The following is a DFT calculation (wB97M-V/def2-TZVPD) of a molecular structure, C15H31F2INO9PS4 in a non-equilibrium geometry.

```
64
Properties=species:S:1:pos:R:3:forces:R:3
H -0.754045 -3.360507 -6.984887 0.09 -0.02 -0.01
H 1.170680 2.838116 8.558200 0.00 0.02 -0.03
O 1.155480 -5.349256 -1.278207 -0.09 -0.11 0.21
C 0.920232 2.719313 6.400682 0.24 0.11 0.31
H 1.847191 -0.824504 -7.144351 0.13 -0.15 0.04
C -0.057253 -0.813755 -6.072473 -0.10 0.01 -0.01
P -0.443125 0.428784 1.403737 1.68 -1.35 0.23
H -2.367819 1.768378 6.512398 0.02 0.08 -0.20
C -0.295624 -3.240785 -6.002945 -0.38 0.07 0.20
H -3.999637 2.238656 -0.364648 0.04 -0.01 0.44
H 1.264189 1.684880 6.382210 -0.05 0.01 -0.08
F -4.019417 2.302675 1.716236 -0.29 -0.44 -0.71
C 3.635132 -4.475161 -1.326902 0.33 0.14 -0.23
H -3.236332 4.800527 -0.298667 -0.29 -0.26 0.23
H -0.465394 -4.129802 -5.398599 0.17 -0.05 -0.06
S 2.019463 -4.445185 -0.560395 0.31 0.24 -0.08
H -0.461170 -1.951405 -4.278067 -0.03 -0.03 -0.01
H -0.506571 -0.690693 -7.060983 0.02 -0.02 0.02
H 3.839310 -5.469455 -1.718850 -0.13 -0.04 0.11
H 2.976079 -3.766712 -3.256173 0.18 0.00 0.20
C -0.762697 -1.954084 -5.329183 0.09 0.06 0.05
O -0.031820 1.511742 2.576616 -0.43 -0.39 -4.17
O -0.602240 1.673868 4.518026 -0.83 0.71 2.92
H 4.370500 -4.213907 -0.564718 -0.09 -0.06 0.08
S -0.548184 2.821581 5.384696 -0.08 -0.48 0.58
H -2.324687 3.529175 6.786224 0.05 0.01 -0.10
O 1.816126 -3.450686 -7.567034 0.27 -0.16 0.12
H 0.306637 2.328054 2.171059 0.12 -0.11 0.13
C 1.608827 -2.764061 -1.033551 -0.01 0.42 -0.10
H 2.008090 -0.869082 -5.369711 0.03 -0.13 -0.01
C -3.539459 2.772872 0.479729 1.12 1.44 1.14
C 1.417224 -1.205905 -6.220766 -0.12 0.46 0.03
I -1.811275 -1.250776 2.621800 -0.06 0.60 0.01
H -0.723731 1.338359 8.147322 0.00 0.03 -0.02
H -1.422427 2.779361 8.875762 0.00 -0.02 -0.03
H 1.690236 3.378027 6.003869 -0.08 -0.02 -0.14
H 4.547263 -3.125950 -2.770559 -0.02 -0.03 0.00
H -3.568792 4.741234 1.442175 -0.25 -0.30 -0.29
H -4.900379 4.485865 0.225500 0.42 -0.08 0.36
O -0.233706 -0.129183 -1.293779 -0.20 -1.84 0.30
H -1.591373 3.309619 -0.191281 0.27 -0.80 0.16
O -0.658321 4.167249 4.869675 0.00 -0.12 -0.31
O 2.150351 -3.461444 -5.068921 0.04 -0.03 -0.38
O -0.837722 1.972849 -2.057126 -1.96 1.42 -0.37
H 1.380256 -2.185328 -0.141114 -0.14 -0.15 0.03
C -3.843368 4.292416 0.474014 0.09 -0.25 -0.71
H -1.846994 -1.853429 -5.368776 0.02 -0.02 0.02
C -1.987066 2.578758 0.541373 -2.25 1.22 -0.76
C 0.445468 3.117443 7.794257 -0.08 0.06 0.02
S -1.249876 0.851619 -1.299060 2.38 -0.89 0.14
H 0.301117 4.199679 7.844759 0.05 -0.02 -0.02
C 2.833978 -2.214354 -1.767661 0.16 0.03 0.00
C -0.897032 2.406560 7.996695 0.06 -0.06 0.05
S 1.458274 -3.000432 -6.247762 -0.40 0.12 -0.21
C 3.556244 -3.401961 -2.408800 -0.10 -0.12 0.00
H -0.160216 0.135341 -5.546224 0.03 -0.02 -0.02
H 0.736753 -2.801335 -1.684050 -0.01 -0.11 0.07
N -1.615049 1.182192 0.272542 0.08 1.24 -0.12
C -1.726468 2.620753 6.725545 -0.23 0.06 0.44
O 2.176659 -4.515917 0.871389 -0.22 -0.23 0.01
F -2.523261 0.138883 -1.923890 0.39 1.14 0.71
H -1.704026 2.964453 1.533530 0.12 -0.75 -0.20
H 2.544702 -1.469962 -2.510357 -0.03 -0.02 0.03
H 3.501118 -1.723075 -1.053833 -0.04 0.00 0.00
```
Forces are in eV/Å.

HOMO ... -8.63 eV
HOMO-LUMO gap ... 8.753 eV
Strongest force on any atom ... 4.215 eV/Å



Number 4 is which compound? C15H31F2INO9PS4



Among the records above, which one has the lowest strongest force on any atom? C15H31BrP2Pb